{
  "formula": "C60H120F24N18O12P3S6",
  "method": "ωB97M-V with the def2-TZVPD basis set",
  "species": ["C", "C", "N", "C", "C", "N", "C", "C", "H", "H", "H", "H", "H", "H", "H", "H", "H", "H", "H", "C", "C", "N", "C", "C", "N", "C", "C", "H", "H", "H", "H", "H", "H", "H", "H", "H", "H", "H", "C", "C", "N", "C", "C", "N", "C", "C", "H", "H", "H", "H", "H", "H", "H", "H", "H", "H", "H", "C", "C", "N", "C", "C", "N", "C", "C", "H", "H", "H", "H", "H", "H", "H", "H", "H", "H", "H", "C", "C", "N", "C", "C", "N", "C", "C", "H", "H", "H", "H", "H", "H", "H", "H", "H", "H", "H", "C", "C", "N", "C", "C", "N", "C", "C", "H", "H", "H", "H", "H", "H", "H", "H", "H", "H", "H", "C", "C", "C", "N", "C", "C", "C", "C", "C", "H", "H", "H", "H", "H", "H", "H", "H", "H", "H", "H", "H", "H", "H", "H", "H", "H", "H", "C", "C", "C", "N", "C", "C", "C", "C", "C", "H", "H", "H", "H", "H", "H", "H", "H", "H", "H", "H", "H", "H", "H", "H", "H", "H", "H", "C", "C", "C", "N", "C", "C", "C", "C", "C", "H", "H", "H", "H", "H", "H", "H", "H", "H", "H", "H", "H", "H", "H", "H", "H", "H", "H", "N", "S", "O", "O", "F", "S", "O", "O", "F", "N", "S", "O", "O", "F", "S", "O", "O", "F", "N", "S", "O", "O", "F", "S", "O", "O", "F", "P", "F", "F", "F", "F", "F", "F", "P", "F", "F", "F", "F", "F", "F", "P", "F", "F", "F", "F", "F", "F"],
  "positions_angstrom": [[-1.21, -4.30, 6.12], [-1.35, -5.69, 5.45], [-2.77, -6.05, 5.22], [-3.18, -7.32, 5.01], [-4.57, -7.23, 4.86], [-5.06, -5.88, 4.92], [-3.90, -5.19, 5.07], [-6.47, -5.43, 4.84], [-1.74, -4.27, 7.07], [-1.60, -3.44, 5.57], [-0.15, -4.06, 6.24], [-0.84, -6.43, 6.06], [-0.85, -5.74, 4.49], [-2.50, -8.16, 5.05], [-5.34, -7.98, 4.89], [-3.86, -4.12, 5.22], [-6.73, -4.89, 3.93], [-6.71, -4.84, 5.73], [-7.18, -6.25, 4.75], [-4.52, 1.69, -11.12], [-3.70, 2.93, -10.75], [-3.42, 2.86, -9.40], [-4.23, 2.95, -8.24], [-3.53, 2.95, -7.06], [-2.24, 2.68, -7.45], [-2.19, 2.69, -8.82], [-1.07, 2.66, -6.67], [-3.91, 0.80, -11.24], [-5.02, 1.79, -12.09], [-5.28, 1.41, -10.39], [-4.26, 3.83, -10.98], [-2.75, 3.06, -11.27], [-5.30, 3.09, -8.33], [-3.91, 3.10, -6.06], [-1.29, 2.43, -9.36], [-0.89, 3.68, -6.31], [-0.19, 2.46, -7.28], [-1.14, 1.98, -5.82], [-0.85, -3.05, -9.16], [-0.06, -2.34, -10.26], [-0.48, -2.37, -11.68], [-0.27, -1.41, -12.62], [-0.72, -1.94, -13.83], [-1.28, -3.23, -13.58], [-1.12, -3.43, -12.21], [-1.95, -4.15, -14.53], [-0.46, -2.91, -8.15], [-0.70, -4.11, -9.38], [-1.91, -2.81, -9.16], [0.98, -2.64, -10.30], [-0.07, -1.31, -9.91], [0.09, -0.44, -12.32], [-0.64, -1.45, -14.78], [-1.42, -4.31, -11.67], [-1.70, -4.04, -15.58], [-3.02, -3.96, -14.45], [-1.68, -5.13, -14.13], [9.02, -4.83, -3.95], [9.20, -3.52, -3.06], [10.22, -3.69, -2.04], [10.31, -4.72, -1.08], [11.51, -4.57, -0.42], [12.08, -3.41, -0.83], [11.33, -2.88, -1.86], [13.31, -2.91, -0.31], [8.46, -4.59, -4.86], [8.46, -5.65, -3.49], [9.93, -5.20, -4.41], [8.26, -3.28, -2.56], [9.38, -2.61, -3.64], [9.60, -5.51, -0.88], [11.99, -5.22, 0.30], [11.56, -1.92, -2.29], [13.15, -2.47, 0.67], [13.81, -2.17, -0.93], [14.01, -3.72, -0.12], [3.03, 8.33, -3.02], [2.22, 7.94, -4.27], [2.28, 9.05, -5.25], [2.92, 8.97, -6.49], [2.76, 10.17, -7.12], [2.05, 11.04, -6.30], [1.63, 10.27, -5.23], [1.58, 12.34, -6.76], [4.07, 8.55, -3.24], [3.05, 7.57, -2.25], [2.61, 9.20, -2.51], [1.16, 7.84, -4.06], [2.54, 7.03, -4.77], [3.41, 8.05, -6.78], [3.04, 10.46, -8.13], [1.00, 10.56, -4.41], [0.71, 12.79, -6.28], [1.28, 12.24, -7.80], [2.45, 12.98, -6.62], [-1.76, 0.38, 12.21], [-0.95, -0.52, 11.15], [0.09, 0.31, 10.54], [-0.10, 1.42, 9.80], [1.14, 1.76, 9.25], [2.14, 0.89, 9.71], [1.43, -0.04, 10.50], [3.57, 0.84, 9.30], [-1.27, 0.67, 13.14], [-2.67, -0.11, 12.54], [-2.11, 1.30, 11.74], [-1.67, -0.88, 10.42], [-0.48, -1.27, 11.79], [-1.07, 1.81, 9.54], [1.47, 2.55, 8.59], [1.88, -0.84, 11.06], [4.14, -0.05, 9.57], [4.07, 1.58, 9.91], [3.71, 1.21, 8.28], [1.94, -1.79, -1.76], [1.69, -0.99, -0.42], [1.02, 0.43, -0.60], [0.93, 1.31, 0.67], [2.37, 1.58, 1.30], [0.07, 0.62, 1.75], [-0.49, 1.80, 2.63], [-0.42, 2.97, 1.69], [0.07, 2.55, 0.36], [1.04, -2.03, -2.33], [2.32, -2.76, -1.42], [2.67, -1.28, -2.38], [2.65, -1.04, 0.10], [1.04, -1.50, 0.29], [0.06, 0.23, -1.08], [1.57, 1.08, -1.29], [2.88, 0.64, 1.55], [2.14, 2.12, 2.22], [2.94, 2.24, 0.66], [0.70, -0.15, 2.20], [-0.73, 0.17, 1.17], [0.20, 2.04, 3.43], [-1.42, 1.64, 3.17], [0.17, 3.83, 2.02], [-1.47, 3.27, 1.66], [0.55, 3.35, -0.19], [-0.76, 2.18, -0.24], [3.33, -14.29, 3.25], [3.60, -12.77, 2.83], [2.61, -12.34, 1.66], [2.82, -10.96, 0.99], [2.72, -9.93, 2.12], [1.79, -10.65, -0.19], [2.36, -9.55, -1.01], [3.84, -9.69, -0.72], [4.15, -10.81, 0.28], [3.67, -14.88, 2.40], [2.28, -14.42, 3.53], [3.88, -14.52, 4.16], [4.62, -12.61, 2.50], [3.27, -12.07, 3.60], [1.60, -12.33, 2.07], [2.58, -13.12, 0.89], [1.75, -10.12, 2.58], [2.72, -8.89, 1.81], [3.59, -10.09, 2.76], [0.87, -10.33, 0.30], [1.63, -11.53, -0.80], [2.00, -8.62, -0.56], [2.23, -9.69, -2.08], [4.32, -8.78, -0.35], [4.31, -9.99, -1.65], [4.88, -10.53, 1.05], [4.36, -11.72, -0.28], [-8.16, 6.37, 8.27], [-7.96, 5.91, 6.84], [-8.36, 6.90, 5.77], [-7.69, 6.54, 4.34], [-6.12, 6.57, 4.41], [-8.15, 5.13, 3.94], [-8.16, 5.13, 2.37], [-8.77, 6.50, 2.08], [-8.21, 7.44, 3.20], [-9.19, 6.70, 8.38], [-7.51, 7.21, 8.52], [-8.08, 5.58, 9.02], [-8.35, 4.90, 6.69], [-6.87, 5.80, 6.86], [-7.91, 7.89, 5.83], [-9.42, 7.11, 5.70], [-5.73, 6.70, 3.40], [-5.75, 5.65, 4.87], [-5.91, 7.46, 5.01], [-7.48, 4.39, 4.39], [-9.16, 4.96, 4.31], [-7.11, 5.01, 2.10], [-8.73, 4.34, 1.88], [-8.65, 7.00, 1.12], [-9.85, 6.37, 2.07], [-7.35, 7.97, 2.80], [-8.91, 8.11, 3.71], [1.83, 6.22, 5.73], [0.64, 7.22, 6.26], [0.15, 8.12, 5.25], [0.64, 7.64, 7.64], [-0.56, 6.07, 6.17], [2.86, 7.22, 5.26], [3.57, 7.94, 6.32], [2.79, 7.77, 3.88], [3.95, 6.10, 4.93], [-5.40, -2.78, -1.54], [-4.37, -1.64, -2.13], [-3.25, -2.12, -2.90], [-4.25, -0.44, -1.31], [-5.30, -1.20, -3.31], [-4.39, -3.41, -0.70], [-3.92, -2.74, 0.53], [-3.48, -4.38, -1.36], [-5.42, -4.46, -0.02], [-3.22, 9.52, -3.45], [-3.69, 8.11, -2.63], [-2.93, 6.93, -2.84], [-5.12, 7.96, -2.32], [-3.13, 8.59, -1.16], [-3.76, 9.25, -4.76], [-5.18, 9.52, -4.96], [-3.08, 8.21, -5.59], [-3.04, 10.47, -5.46], [-6.06, 0.01, 6.84], [-6.35, -1.51, 7.23], [-4.51, -0.45, 6.94], [-6.01, -0.34, 5.16], [-5.49, 1.55, 6.53], [-7.66, 0.33, 6.61], [-6.05, 0.22, 8.48], [5.69, -4.37, 3.66], [5.30, -3.25, 4.81], [4.33, -3.93, 2.93], [6.56, -3.23, 2.85], [6.19, -5.52, 2.62], [6.95, -4.86, 4.58], [4.80, -5.49, 4.37], [6.93, 2.01, -2.78], [8.44, 1.42, -2.65], [7.38, 2.97, -4.00], [6.60, 0.89, -3.86], [5.44, 2.64, -2.79], [6.53, 0.84, -1.73], [7.24, 3.13, -1.71]],
  "orbital_gap_ev": 5.579,
  "charge": 3,
  "largest_force_ev_per_a": 12.279,
  "total_energy_ev": -273635.2178,
  "mol_weight_g_mol": 2027.0
}